87
Properties=species:S:1:pos:R:3:forces:R:3:mulliken_charge:R:1 method="wB97M-V/def2-TZVPD" charge=+1
C 2.2076 -5.2330 -0.6919 -0.538 0.452 1.092 -0.89
P 1.9971 -4.1440 0.7881 0.445 -0.758 -0.782 0.57
O 0.6737 -4.7126 1.5773 0.904 0.104 -0.495 -0.49
In 1.6210 -1.7896 -0.1514 -1.129 1.801 -0.450 0.75
C 1.7485 -1.9868 -2.4200 1.399 -2.012 -1.033 -1.01
C -0.1914 -0.7497 0.5769 0.688 -0.602 0.798 -1.24
C -1.3437 -1.6220 1.0712 -0.730 0.713 -0.733 -0.72
C -2.1391 -2.2864 -0.0732 0.714 -0.333 0.404 -0.17
C -3.0694 -3.3345 0.5748 0.212 1.305 -0.775 -0.81
S -4.6487 -3.5856 -0.2628 -1.267 -1.533 1.052 1.23
O -4.7449 -4.9376 -0.6553 0.531 -0.931 -0.852 -0.59
O -5.7833 -3.2928 0.6721 1.133 1.354 0.209 -0.43
O -4.7671 -2.6457 -1.5159 0.302 0.075 0.868 -0.46
S 3.6284 -0.4145 0.5575 0.460 -0.037 -0.211 0.74
O 4.3117 0.0315 -0.5810 0.255 0.555 -1.262 -0.53
O 4.4932 -1.1236 1.5219 -1.895 1.488 -0.672 -0.31
F 3.0479 0.9178 1.2943 0.130 -0.855 0.258 -0.18
H 1.8370 -6.2177 -0.4006 0.238 -0.091 -0.204 0.39
H 1.6270 -4.8262 -1.5236 0.061 -0.076 -0.010 0.03
H 3.2641 -5.2228 -0.9736 -0.030 -0.060 0.069 0.44
H 0.8538 -4.5609 2.5205 -0.448 -0.019 0.011 0.37
H 0.8617 -2.4887 -2.8166 -0.223 0.365 0.248 0.29
H 2.6351 -2.6635 -2.6201 0.020 0.768 0.408 0.32
H 1.9225 -1.0041 -2.8675 -0.157 0.224 0.632 0.45
H 0.1260 -0.1606 1.4414 0.051 0.140 -0.206 0.30
H -0.5289 -0.0117 -0.1542 0.057 -0.108 -0.062 0.61
H -1.0497 -2.3948 1.7893 0.158 0.099 -0.022 0.27
H -2.0488 -0.9396 1.5700 0.089 -0.184 0.216 0.58
H -1.4106 -2.7765 -0.7308 -0.291 -0.131 -0.110 0.07
H -2.6689 -1.5548 -0.6834 -0.013 0.069 0.206 0.51
H -2.5794 -4.3035 0.6565 -0.421 -0.167 -0.237 0.41
H -3.2872 -2.9927 1.5914 -0.280 -0.041 -0.113 0.26
H -5.6085 -2.8964 -1.9510 0.100 0.217 -0.169 0.42
Al -5.5900 -2.4362 2.5620 -0.688 0.017 -0.271 0.61
F 5.3911 -2.8597 2.7564 -2.200 0.278 1.512 -0.70
F 4.4354 -2.5423 -3.5228 -1.073 -0.212 0.400 -0.53
B 6.5570 0.7400 3.1879 1.085 0.989 -0.433 0.69
F 7.4396 1.3347 4.0629 -0.329 -0.148 0.092 -0.33
F 6.1195 -0.5244 3.7409 -1.504 -0.529 0.600 -0.33
F 5.3688 1.5108 3.0531 -0.633 -0.422 0.124 -0.37
F 7.1342 0.5179 1.9573 -0.309 -0.120 0.078 -0.35
Mg 4.1038 -1.1369 3.3682 4.916 -1.254 -0.083 0.99
C 0.5165 4.7254 1.7075 0.082 0.547 -0.089 -0.05
C 0.7473 4.2393 3.1143 0.250 0.169 0.105 -0.31
O -0.2709 3.2274 3.2558 -0.015 -0.241 -0.187 -0.35
C -0.5880 2.7994 2.0149 0.031 0.428 -0.203 0.67
O -1.2851 1.8520 1.7759 -0.127 -0.492 0.268 -0.64
O -0.0371 3.5594 1.0702 0.065 -0.332 0.143 -0.33
H 1.4313 5.0411 1.2123 -0.059 -0.177 -0.172 0.35
H -0.2139 5.5336 1.6511 0.103 -0.229 -0.005 0.23
H 1.7277 3.7749 3.2469 -0.064 -0.082 0.000 0.21
H 0.6243 5.0232 3.8570 -0.219 -0.113 0.051 0.29
C 1.9982 9.6309 3.1466 0.107 -0.015 -0.008 -1.08
C 2.1990 9.4388 1.6467 0.037 0.036 0.258 -0.50
C 0.8830 9.4303 0.8617 0.275 -0.178 0.148 -0.16
C 0.0218 8.3315 1.3104 0.630 1.287 -0.860 0.18
N -0.6706 7.4790 1.6050 -0.804 -0.819 0.699 -0.58
H 1.4224 8.8117 3.5819 -0.063 0.033 -0.034 0.28
H 2.9605 9.6605 3.6597 -0.018 0.037 0.011 0.34
H 1.4748 10.5659 3.3554 -0.015 -0.022 0.018 0.29
H 2.7346 8.5018 1.4756 -0.007 0.026 -0.101 0.29
H 2.8305 10.2426 1.2653 -0.042 -0.027 -0.099 0.34
H 1.0731 9.3041 -0.2045 -0.222 -0.020 -0.048 0.22
H 0.3481 10.3706 0.9964 -0.078 -0.028 -0.050 0.30
F -3.1115 8.2210 -1.8098 0.539 0.042 -0.218 -0.43
Al -1.5685 8.4561 -2.5175 -0.110 0.013 -0.080 0.70
F -0.9562 9.9969 -2.0641 -0.093 -0.577 -0.017 -0.43
F -1.6930 8.3534 -4.2219 0.068 -0.001 0.596 -0.42
F -0.4878 7.2423 -1.9449 -0.280 0.433 -0.111 -0.41
C -0.5895 -6.2195 -3.9477 -0.227 -0.766 -0.310 -0.90
C 0.8154 -6.6471 -4.2133 0.603 1.017 0.514 0.38
O 1.8015 -6.1952 -3.7359 -0.142 -0.079 0.211 -0.42
N 1.0764 -7.7124 -5.2379 -0.266 -0.331 -0.059 -0.10
C 1.0181 -9.0990 -4.6466 -0.067 -0.135 -0.117 -0.81
H -0.7441 -6.1531 -2.8732 0.072 0.123 -0.001 0.28
H -0.7572 -5.2470 -4.4125 0.068 0.029 0.028 0.33
H -1.3038 -6.9353 -4.3572 -0.094 0.114 0.019 0.39
H 0.4075 -7.6302 -6.0073 0.229 -0.058 -0.187 0.41
H 2.0362 -7.5250 -5.5456 -0.119 -0.006 -0.332 0.41
H 1.0777 -9.8108 -5.4652 0.022 -0.027 0.041 0.37
H 0.0761 -9.2184 -4.1173 0.011 0.014 -0.006 0.35
H 1.8642 -9.2213 -3.9770 -0.030 0.066 0.028 0.33
C -10.1685 -0.8503 1.4173 -0.389 0.117 0.219 -0.37
Br -11.6274 -1.5547 0.3864 0.217 0.008 0.083 0.03
Br -10.4546 -1.0472 3.3100 0.087 -0.027 -0.171 0.01
Br -8.4794 -1.6355 0.8708 0.165 -0.114 -0.044 0.04
H -10.1047 0.2089 1.2083 0.100 -0.028 -0.026 0.37

=====

64
Properties=species:S:1:pos:R:3:forces:R:3:nbo_charge:R:1 method="wB97M-V/def2-TZVPD" charge=0 relative_energy_kcal_mol=345.4
C -2.2242 1.3562 2.0213 -0.405 -0.175 -0.419 -0.45
C -1.4386 2.1576 0.9720 -0.746 0.809 0.581 -0.43
C -0.3285 2.7161 1.8197 2.047 1.116 0.111 -0.09
O -0.0669 1.8552 2.8992 -1.766 0.647 1.829 -0.54
C -1.3887 1.4843 3.3489 -1.889 0.979 -1.444 -0.11
H -2.3694 0.3386 1.6586 0.609 0.535 0.152 0.23
H -3.2748 1.6338 2.1075 0.105 0.632 0.340 0.23
H -1.9930 2.9928 0.5439 -0.241 -0.086 -0.056 0.22
H -1.0982 1.5226 0.1541 -0.333 0.724 0.917 0.18
H -0.4262 3.6879 2.3036 -1.203 0.446 -0.430 0.19
H 0.6099 2.8877 1.2925 0.261 -0.557 -0.275 0.19
H -1.8828 2.2378 3.9623 0.440 0.643 0.007 0.19
H -1.5600 0.5862 3.9424 0.901 0.333 0.179 0.20
C 2.5565 -0.9328 0.7480 3.085 -1.094 0.220 -0.48
C 3.6264 -1.9786 1.0783 0.391 0.499 0.090 -0.44
C 4.9133 -1.1625 0.9744 0.128 -0.536 -0.132 -0.06
O 4.6840 -0.2122 -0.0871 -1.015 0.493 0.501 -0.53
C 3.2575 -0.0781 -0.2640 -0.339 -1.089 -0.888 -0.07
H 2.3215 -0.2881 1.5950 2.386 -0.350 -1.227 0.22
H 1.5817 -1.3093 0.4383 2.575 -1.329 0.169 0.23
H 3.7382 -2.7806 0.3486 -0.626 -0.166 0.037 0.21
H 3.4619 -2.3359 2.0949 0.330 -0.606 -0.514 0.22
H 5.7618 -1.7901 0.7018 0.021 0.041 -0.332 0.18
H 5.1924 -0.7282 1.9344 -0.178 0.596 -0.239 0.17
H 2.9505 -0.5359 -1.2044 0.572 0.096 -0.819 0.14
H 2.7984 0.9104 -0.2814 0.901 0.625 0.221 0.17
C -2.1234 -0.9658 -3.2848 0.958 -0.224 0.430 -0.43
C -3.5163 -1.2922 -3.7583 -0.393 1.163 -0.394 -0.44
C -4.2594 -0.1865 -2.9878 0.783 -0.820 0.900 -0.06
O -3.5577 -0.1447 -1.7024 -1.089 1.133 0.030 -0.55
C -2.2906 -0.7410 -1.7799 -1.222 -0.773 -2.215 -0.08
H -1.8060 -0.0038 -3.6872 -0.414 0.058 -0.460 0.18
H -1.3239 -1.6583 -3.5479 -0.138 -0.297 0.040 0.22
H -3.8816 -2.2944 -3.5345 0.197 0.046 0.049 0.22
H -3.5660 -1.0661 -4.8235 -0.300 -0.429 -0.122 0.21
H -5.3100 -0.3612 -2.7558 0.082 -0.008 -0.175 0.20
H -4.1234 0.7555 -3.5191 -0.153 0.197 0.082 0.16
H -2.2472 -1.6988 -1.2613 -1.877 0.892 -1.091 0.17
H -1.4534 -0.1553 -1.4003 -1.853 -0.294 -0.376 0.18
C 1.5299 1.6881 -3.3217 0.335 0.077 0.522 -0.10
C 0.6646 0.6079 -2.6982 -0.462 -0.579 -1.485 -0.10
O 0.0424 0.8855 -1.4512 1.970 7.018 -7.519 -0.75
O 0.8305 2.9290 -3.5644 0.433 -1.361 0.286 -0.69
H 1.9454 1.3189 -4.2593 -0.353 0.071 -0.160 0.20
H 2.3993 1.7993 -2.6737 0.117 0.600 0.173 0.17
H 1.1916 -0.3203 -2.4776 0.528 0.114 -0.434 0.20
H -0.1202 0.3450 -3.4076 0.212 0.043 0.028 0.19
H -0.7113 1.4567 -1.6162 -0.242 0.771 -0.528 0.50
H 0.4064 3.1154 -2.7236 -0.082 0.491 0.101 0.46
C -1.4084 -1.4769 2.6344 -1.590 -1.857 0.031 -0.47
Cl -3.1144 -1.6145 2.1179 -0.617 -0.669 0.485 -0.06
Cl -1.0166 -2.6608 3.8899 -0.637 -0.684 0.055 -0.04
H -0.9052 -1.8049 1.7248 -0.335 -0.004 1.305 0.22
H -1.1835 -0.4632 2.9661 -0.872 -1.751 -0.245 0.26
C 0.1198 -0.4477 0.0243 -1.378 -1.197 2.788 -0.46
Cl -0.7634 -1.9679 -0.2389 3.893 -2.210 1.475 -0.02
Cl 0.4625 -0.1343 1.7102 -4.802 4.345 -5.263 0.09
H 1.0351 -0.3969 -0.5655 -0.836 -0.603 0.394 0.23
H -0.4596 0.3638 -0.4161 -0.711 -3.033 4.004 0.26
C 1.7740 -1.2752 3.3834 1.726 -1.359 2.292 -0.45
Cl 0.6071 -0.2733 4.2375 2.031 -0.586 2.419 0.03
Cl 3.4006 -0.6501 3.6896 0.197 0.420 1.181 -0.04
H 1.7706 -2.3324 3.6485 -0.324 0.256 0.460 0.24
H 1.5590 -1.1137 2.3271 1.206 -2.186 2.354 0.21

=====

Here are the calculated gap between HOMO and LUMO numbers, same order: 0.085; 0.331 (hartree).